ORCA calculation (wB97M-V/def2-TZVPD) on C47H120CrF3O17 as an isolated structure.

Element x y z (Å)
Cr1 -2.8926 -0.7243 -2.6999
C1 -6.1007 -2.8853 -4.9903
C2 -5.4883 -1.5179 -4.8600
O1 -4.3168 -1.4480 -4.0638
H1 -5.4052 -3.6653 -5.3003
H2 -6.9698 -2.8739 -5.6480
H3 -6.5029 -3.2906 -4.0618
H4 -6.1965 -0.7755 -4.4919
H5 -5.1880 -1.2520 -5.8735
C3 -0.2935 -0.7076 0.8899
C4 -0.1306 -0.2681 -0.6362
O2 -1.2909 -0.5773 -1.3802
H6 -1.1782 -0.2779 1.3598
H7 0.6089 -0.3964 1.4162
H8 -0.3994 -1.7821 1.0393
H9 0.7408 -0.7955 -1.0244
H10 0.1578 0.7811 -0.5725
C5 -2.4773 2.5639 -3.5080
O3 -1.4749 2.0010 -4.4046
O4 -3.2326 1.4132 -3.1167
C6 -1.8490 3.5999 -2.4648
F1 -0.6126 3.2419 -2.1289
F2 -1.7842 4.8927 -2.8491
F3 -2.5355 3.5437 -1.3407
C7 -0.5836 2.7995 -5.1789
C8 0.5288 1.9639 -5.7902
H11 1.1763 1.4156 -5.1060
H12 0.1392 1.3129 -6.5728
H13 1.1771 2.6942 -6.2744
H14 -0.1559 3.5668 -4.5336
H15 -1.0494 3.3325 -6.0078
H16 -3.1056 3.1482 -4.1803
C9 -1.5880 -4.4474 2.7126
C10 -1.1237 -5.4259 3.7038
C11 0.2171 -6.0252 3.2296
O5 -0.9756 -4.6727 4.9288
H17 -1.6754 -4.9200 1.7343
H18 -0.8703 -3.6330 2.6140
H19 -2.6221 -4.1968 2.9493
H20 -1.8884 -6.1968 3.7997
H21 0.5703 -6.8255 3.8798
H22 1.0075 -5.2786 3.1517
H23 0.1629 -6.4295 2.2188
H24 -0.4530 -5.2067 5.5316
C12 -3.1641 -4.9964 -3.0249
C13 -3.4541 -3.9074 -1.9979
C14 -3.3719 -4.3971 -0.5917
O6 -2.5107 -2.8992 -2.1519
H25 -3.2455 -4.5572 -4.0192
H26 -3.9979 -5.6982 -3.0075
H27 -2.2022 -5.5082 -3.0582
H28 -4.3655 -3.3327 -2.1629
H29 -3.2681 -3.6120 0.1572
H30 -2.5901 -5.1513 -0.5018
H31 -4.3201 -4.8756 -0.3464
H32 -1.6970 -3.3920 -2.0229
C15 3.6204 2.9440 4.0074
C16 2.1604 2.6171 4.2515
C17 1.4599 1.8393 3.0996
O7 1.9922 1.8691 5.4096
H33 4.0896 3.2451 4.9440
H34 3.7332 3.8039 3.3472
H35 4.2090 2.1092 3.6267
H36 1.6692 3.5875 4.3234
H37 0.4350 1.6235 3.4013
H38 1.9607 0.9010 2.8609
H39 1.4104 2.4044 2.1688
H40 1.1098 2.1365 5.6770
C18 -0.3850 6.3164 0.2763
C19 0.8139 5.5086 0.7393
C20 2.2221 5.9653 0.2127
O8 0.9025 5.4931 2.0989
H41 -1.1708 6.2337 1.0271
H42 -0.8258 6.0365 -0.6805
H43 -0.0991 7.3668 0.2222
H44 0.6775 4.4801 0.4053
H45 2.3213 5.8753 -0.8690
H46 3.0649 5.4508 0.6742
H47 2.2994 7.0467 0.3253
H48 1.1963 6.3329 2.4595
C21 -2.8617 -0.1782 4.8629
C22 -1.8621 -1.3455 4.6257
C23 -0.4965 -1.0904 5.2682
O9 -2.5251 -2.3930 5.2616
H49 -2.3518 0.7320 4.5472
H50 -3.2847 -0.0884 5.8634
H51 -3.7549 -0.3223 4.2551
H52 -1.7392 -1.5432 3.5608
H53 -0.5329 -0.8436 6.3292
H54 0.0407 -0.3360 4.6934
H55 0.1703 -1.9494 5.1939
H56 -2.0663 -3.2029 5.0270
C24 -2.3108 3.3333 2.4519
C25 -2.3902 4.5203 3.3904
C26 -3.3201 4.2958 4.5289
O10 -1.1144 4.6980 3.9576
H57 -3.3503 3.1660 2.1697
H58 -1.9327 2.4483 2.9637
H59 -1.6350 3.4401 1.6035
H60 -2.5896 5.4841 2.9219
H61 -4.3372 4.1494 4.1653
H62 -3.2738 5.1049 5.2579
H63 -3.0181 3.4376 5.1293
H64 -0.4847 4.8597 3.2513
C27 3.5604 -0.1596 -2.2970
C28 4.2345 -0.5501 -3.6288
C29 4.5991 0.5932 -4.5986
O11 5.4602 -1.2527 -3.4099
H65 3.3636 -1.0452 -1.6926
H66 2.5668 0.2526 -2.4727
H67 4.0746 0.6409 -1.7652
H68 3.5023 -1.1875 -4.1245
H69 5.2583 0.2682 -5.4036
H70 5.2140 1.2601 -3.9942
H71 3.8284 1.2241 -5.0416
H72 6.0226 -0.7047 -2.8576
C30 -5.5048 1.0464 -0.3408
C31 -4.2910 0.0734 -0.1179
C32 -4.2350 -0.5924 1.2442
O12 -4.3322 -0.8880 -1.1377
H73 -5.5687 1.6945 0.5332
H74 -6.5135 0.6358 -0.2954
H75 -5.4607 1.6786 -1.2277
H76 -3.3930 0.6859 -0.1993
H77 -3.3509 -1.2104 1.4006
H78 -5.0700 -1.2283 1.5383
H79 -4.0848 0.1331 2.0437
H80 -5.1242 -1.3768 -0.9024
C33 4.3833 0.5439 1.0802
C34 4.1046 -0.6870 1.8719
C35 3.5460 -1.7714 0.9903
O13 5.3166 -1.0984 2.5183
H81 5.1861 0.2645 0.3978
H82 4.6179 1.3914 1.7242
H83 3.4516 0.7883 0.5701
H84 3.4266 -0.4083 2.6786
H85 2.5852 -1.5015 0.5520
H86 3.3111 -2.6779 1.5481
H87 4.1953 -2.0421 0.1577
H88 5.1742 -1.7866 3.1723
C36 -0.9724 -1.6427 -6.4971
C37 -0.9243 -1.7877 -4.9606
C38 0.5479 -1.7851 -4.5376
O14 -1.5930 -0.7461 -4.3309
H89 -2.0128 -1.6744 -6.8205
H90 -0.4875 -2.4937 -6.9754
H91 -0.6171 -0.6974 -6.9073
H92 -1.3548 -2.7573 -4.7107
H93 0.6783 -1.8133 -3.4558
H94 0.9153 -0.8343 -4.9237
H95 1.0719 -2.5780 -5.0714
H96 -1.2149 0.0244 -4.7611
C39 5.3611 -0.2836 6.1960
C40 4.5292 -1.2637 6.9514
C41 3.0191 -1.2840 6.4872
O15 5.1590 -2.5122 6.7868
H97 4.7295 0.6046 6.1778
H98 5.5182 -0.6334 5.1757
H99 6.3068 -0.0775 6.6973
H100 4.5601 -1.0349 8.0167
H101 2.6464 -0.2784 6.6821
H102 2.4617 -1.9512 7.1447
H103 2.8781 -1.5551 5.4409
H104 4.7604 -3.1360 7.3980
C42 2.5910 3.9891 -3.5708
C43 2.3041 5.1605 -4.5541
C44 1.3478 6.2314 -4.0367
O16 3.5319 5.8265 -4.6398
H105 1.6827 3.4311 -3.3430
H106 3.0322 4.2707 -2.6147
H107 3.2534 3.2462 -4.0152
H108 2.0693 4.7972 -5.5546
H109 0.3777 5.8732 -3.6922
H110 1.2613 6.9936 -4.8111
H111 1.7639 6.6525 -3.1215
H112 3.5561 6.3973 -3.8684
C45 0.0899 -6.3501 -1.1837
C46 0.3650 -4.8337 -1.1104
C47 1.8873 -4.5607 -0.8390
O17 -0.0765 -4.2946 -2.3533
H113 0.6970 -6.7950 -1.9720
H114 -0.9851 -6.4556 -1.3299
H115 0.2659 -6.8938 -0.2555
H116 -0.1562 -4.3839 -0.2654
H117 2.0563 -3.4901 -0.7230
H118 2.5421 -4.9587 -1.6141
H119 2.2490 -5.0162 0.0829
H120 0.5386 -4.6642 -2.9910

Forces on atoms 1 to 2 (eV/Å):
Cr 0.3 1.0 -1.1
C -0.5 -0.9 0.9

Calculated values
electronic energy	-4485.74270	Eh
expectation value of S²	3.7856
spin multiplicity	4
F_max	3.215	eV/Å
HOMO level (alpha / beta)	-8.2 / -8.2	eV
molecular weight	1066.45	g mol⁻¹

Mulliken atomic charge list, values in e, 4 entries: -0.10 -1.15 -0.54 -0.08

ORCA calculation (wB97M-V/def2-TZVPD) on C47H128F3MnN10O15 as an isolated structure.

Element x y z (Å)
Mn1 20.1314 -17.9811 -25.9444
C1 21.4065 -15.6679 -27.8564
O1 22.4104 -15.8973 -26.8517
O2 20.2402 -16.2732 -27.2765
C2 21.2589 -14.1952 -28.3852
F1 20.9721 -13.2932 -27.5123
F2 22.3737 -13.7617 -29.0515
F3 20.2946 -14.1903 -29.2689
C3 23.7721 -15.7835 -27.1455
C4 24.6120 -16.1352 -25.9742
H1 25.6315 -15.9048 -26.2833
H2 24.3570 -15.5961 -25.0618
H3 24.4244 -17.2058 -25.8912
H4 23.9375 -14.7225 -27.3327
H5 24.0697 -16.3079 -28.0536
H6 21.6718 -16.2714 -28.7245
C5 16.6327 -15.1809 -27.1895
O3 17.7668 -14.4593 -27.5706
H7 16.3131 -15.9268 -27.9173
H8 16.7855 -15.6071 -26.1980
H9 15.8327 -14.4815 -26.9467
H10 18.4974 -15.0523 -27.7606
C6 27.4743 -17.6198 -24.6749
O4 28.1776 -16.6290 -25.2547
H11 26.5911 -17.1320 -24.2624
H12 27.1456 -18.3165 -25.4460
H13 28.0131 -18.1540 -23.8923
H14 29.0421 -16.9641 -25.5035
C7 24.2663 -12.0619 -26.4139
O5 25.3569 -12.3061 -27.2693
H15 23.4702 -11.5220 -26.9266
H16 23.8482 -12.9941 -26.0340
H17 24.6136 -11.5104 -25.5402
H18 26.1177 -12.5618 -26.7427
C8 27.7337 -11.6075 -24.5593
C9 27.5741 -13.1599 -24.4116
C10 26.4047 -13.6673 -23.5236
O6 26.7793 -13.2199 -22.2289
C11 25.6380 -13.0485 -21.4102
N1 27.3923 -13.6536 -25.7266
H19 26.9172 -11.1477 -25.1161
H20 28.6313 -11.4469 -25.1565
H21 27.7721 -11.1026 -23.5941
H22 28.4349 -13.6573 -23.9647
H23 26.3626 -14.7565 -23.5249
H24 25.4695 -13.2084 -23.8445
H25 24.8804 -12.3854 -21.8280
H26 26.0720 -12.7153 -20.4675
H27 25.2007 -14.0039 -21.1203
H28 27.2725 -14.6549 -25.6719
H29 28.2907 -13.5211 -26.1686
C12 19.7894 -17.6457 -30.6549
C13 19.0964 -18.1736 -31.9118
C14 19.9058 -17.7983 -33.1661
O7 19.1796 -18.0439 -34.3415
C15 19.8484 -17.8857 -35.5728
N2 19.0050 -19.5594 -31.8299
H30 20.0238 -16.5824 -30.7047
H31 20.6839 -18.2304 -30.4401
H32 19.1818 -17.7522 -29.7562
H33 18.1222 -17.6916 -31.9935
H34 20.8769 -18.2929 -33.1496
H35 20.0666 -16.7229 -33.2424
H36 19.9446 -16.8568 -35.9196
H37 19.3394 -18.4581 -36.3483
H38 20.8246 -18.3639 -35.4923
H39 18.6642 -19.8059 -32.7481
H40 18.1968 -19.7308 -31.2489
C16 19.1511 -15.3883 -23.8363
C17 20.6143 -15.7711 -23.9137
C18 21.3464 -15.2686 -22.6552
O8 21.3062 -13.8749 -22.5430
C19 22.2948 -13.2679 -23.3632
N3 20.6544 -17.2280 -23.9771
H41 18.9225 -14.4035 -23.4288
H42 18.6029 -15.9703 -23.0955
H43 18.6374 -15.4267 -24.7969
H44 20.9963 -15.1424 -24.7180
H45 22.3181 -15.7005 -22.4156
H46 20.7710 -15.6919 -21.8319
H47 22.4445 -12.2135 -23.1310
H48 21.9129 -13.1969 -24.3817
H49 23.2288 -13.8213 -23.4605
H50 21.5756 -17.5260 -23.6898
H51 20.0595 -17.4957 -23.2060
C20 16.7643 -14.7017 -31.0093
C21 16.5225 -13.2164 -30.6935
C22 15.3001 -12.9767 -29.8313
O9 14.1977 -13.7195 -30.2746
C23 13.5657 -13.2519 -31.4839
N4 17.6914 -12.7744 -29.9873
H52 17.7499 -14.6720 -31.4738
H53 16.0430 -15.0231 -31.7606
H54 16.8101 -15.3897 -30.1651
H55 16.4586 -12.6462 -31.6203
H56 15.1024 -11.9078 -29.9114
H57 15.4647 -13.0677 -28.7576
H58 14.1080 -13.5676 -32.3752
H59 13.4077 -12.1763 -31.5633
H60 12.5838 -13.7178 -31.5676
H61 17.6531 -13.0366 -29.0127
H62 18.5360 -13.2220 -30.3135
C24 25.1614 -12.2846 -30.7496
C25 26.3255 -11.3153 -30.6594
C26 26.8636 -10.6372 -32.0373
O10 27.3753 -11.5882 -32.9943
C27 27.7820 -10.8998 -34.1620
N5 25.7252 -10.2751 -29.7639
H63 25.4829 -13.1743 -31.2911
H64 24.2392 -11.9360 -31.2145
H65 24.8789 -12.5155 -29.7224
H66 27.1988 -11.7836 -30.2054
H67 27.6230 -9.8756 -31.8602
H68 26.0120 -10.1541 -32.5164
H69 28.6337 -10.2563 -33.9415
H70 27.1048 -10.2604 -34.7282
H71 28.1880 -11.6392 -34.8523
H72 25.3595 -10.7931 -28.9777
H73 26.5359 -9.8505 -29.3367
C28 23.7488 -20.3475 -27.0251
C29 22.4362 -19.5478 -26.9687
C30 21.2967 -20.3238 -27.6939
O11 20.1406 -19.3863 -27.5457
C31 18.8945 -19.8262 -28.1581
N6 22.0088 -19.2804 -25.5666
H74 24.5923 -19.7376 -26.7018
H75 23.9175 -20.6118 -28.0691
H76 23.7496 -21.2003 -26.3463
H77 22.6215 -18.6313 -27.5288
H78 21.1906 -21.2805 -27.1824
H79 21.6396 -20.6089 -28.6885
H80 18.0790 -19.1047 -28.1066
H81 18.5689 -20.7198 -27.6256
H82 19.0737 -20.2032 -29.1650
H83 21.9013 -20.1635 -25.0884
H84 22.8691 -18.9627 -25.1434
C32 28.2616 -16.6537 -32.6412
C33 28.0944 -15.1822 -32.1624
C34 28.8512 -14.8782 -30.9100
O12 28.4122 -15.6612 -29.7406
C35 27.2035 -15.0808 -29.1656
N7 28.4929 -14.2772 -33.2182
H85 27.5701 -16.9102 -33.4438
H86 28.1609 -17.3365 -31.7976
H87 29.2502 -16.8509 -33.0558
H88 27.0285 -15.0472 -31.9791
H89 28.7759 -13.8412 -30.5830
H90 29.9157 -15.0829 -31.0246
H91 26.3753 -14.8988 -29.8505
H92 27.2487 -14.1225 -28.6481
H93 26.9323 -15.8024 -28.3950
H94 28.0132 -14.5243 -34.0720
H95 28.1706 -13.3411 -33.0185
C36 24.8310 -16.9931 -21.8419
C37 24.3651 -18.3650 -22.2575
C38 24.4228 -19.4829 -21.1907
O13 23.6010 -19.2153 -20.0544
C39 23.6307 -20.2602 -19.0523
N8 23.0164 -18.2166 -22.8235
H96 25.8845 -17.0116 -21.5630
H97 24.2614 -16.5857 -21.0067
H98 24.8200 -16.2032 -22.5930
H99 25.0069 -18.7364 -23.0564
H100 25.4480 -19.6355 -20.8532
H101 24.1804 -20.4012 -21.7255
H102 23.2303 -21.1961 -19.4421
H103 23.0963 -19.9662 -18.1489
H104 24.6648 -20.3997 -18.7372
H105 22.5604 -17.7395 -22.0590
H106 22.7030 -19.1761 -22.7870
C40 21.6881 -8.9296 -28.3182
C41 20.4768 -9.6389 -27.8037
C42 19.4875 -10.0877 -28.9173
O14 18.8848 -8.8586 -29.5382
C43 18.1977 -9.1344 -30.7811
N9 20.7508 -10.6802 -26.8430
H107 22.1341 -9.5209 -29.1179
H108 22.4626 -8.6937 -27.5883
H109 21.4820 -7.9679 -28.7880
H110 19.8312 -8.9734 -27.2307
H111 18.7546 -10.7390 -28.4410
H112 19.9741 -10.6411 -29.7204
H113 17.3953 -9.8347 -30.5493
H114 18.9223 -9.4600 -31.5275
H115 17.5984 -8.2479 -30.9887
H116 21.4487 -11.3322 -27.1716
H117 19.9609 -11.2310 -26.5383
C44 23.7796 -17.2651 -35.1315
C45 23.2014 -16.0535 -34.3964
C46 23.7613 -15.9091 -33.0148
O15 23.3017 -16.9037 -32.1515
C47 23.7584 -16.7219 -30.8010
N10 23.5422 -14.8422 -35.1875
H118 23.4143 -17.3491 -36.1550
H119 23.5835 -18.2180 -34.6398
H120 24.8623 -17.1537 -35.1901
H121 22.1131 -16.1132 -34.4075
H122 23.5596 -14.8749 -32.7358
H123 24.8489 -15.9145 -32.9430
H124 23.5882 -15.7204 -30.4060
H125 24.8263 -16.9097 -30.6895
H126 23.2382 -17.4995 -30.2417
H127 24.5412 -14.8012 -35.0443
H128 23.4186 -15.0567 -36.1667

Forces on atoms 1 to 2 (eV/Å):
Mn 1.4 1.9 -1.0
C -0.8 -2.5 1.7

Calculated values
charge	+1
electronic energy	-4993.76703	Eh
expectation value of S²	8.7542
spin multiplicity	6
F_max	3.353	eV/Å
HOMO level (alpha / beta)	-9.8 / -9.8	eV
molecular weight	1185.53	g mol⁻¹

Mulliken atomic charge list, values in e, 4 entries: 0.45 0.79 2.19 0.59

- Look up the electronic energy of the second one.
  -4993.76703 Eh

- Among the records above, which one has the highest F_max?
  C47H128F3MnN10O15